This record from OMol25 describes a structure of composition C36H62CdCl4FN3O2PSb at a distorted geometry. The level of theory is wB97M-V/def2-TZVPD.

Total charge: -2
Energy (a.u.): -4413.47178
LUMO (eV): 3.324
HOMO (eV): -0.7
Maximum force (eV/Å): 3.69

Geometry (Å):
Cd -8.44 -8.22 18.62
Cl -4.87 -3.92 22.90
C -5.99 -5.17 22.39
C -6.47 -6.15 23.27
Cl -6.13 -6.10 24.96
C -7.12 -7.29 22.77
Cl -7.73 -8.44 23.89
C -7.45 -7.40 21.36
O -8.21 -8.36 20.97
C -7.01 -6.29 20.45
O -7.29 -6.33 19.21
C -6.31 -5.16 21.02
Cl -5.98 -3.84 20.05
N -9.93 -9.32 12.65
N -9.32 -8.40 13.56
H -9.23 -9.63 11.99
H -10.58 -8.77 12.07
H -8.29 -8.42 13.48
H -9.59 -8.77 14.50
F -14.29 -5.67 18.66
C -13.02 -6.12 18.51
C -12.05 -5.74 19.41
C -10.81 -6.36 19.43
C -10.47 -7.34 18.48
C -11.45 -7.70 17.54
C -12.73 -7.08 17.52
H -12.32 -4.93 20.12
H -10.08 -5.98 20.11
H -11.36 -8.57 16.84
H -13.52 -7.38 16.78
C -9.11 -12.67 16.55
C -7.55 -12.49 16.51
C -7.25 -11.70 15.16
C -6.76 -13.84 16.56
P -7.17 -11.37 17.98
N -7.86 -9.97 17.65
C -5.18 -11.26 18.11
C -4.55 -11.03 16.68
C -4.94 -10.02 19.00
C -4.68 -12.49 18.80
C -7.95 -12.07 19.66
C -7.24 -11.42 20.90
C -7.86 -13.59 19.70
C -9.42 -11.61 19.77
H -9.50 -12.93 15.58
H -9.54 -11.74 16.84
H -9.40 -13.46 17.21
H -7.80 -12.18 14.32
H -6.18 -11.72 14.92
H -7.57 -10.66 15.31
H -7.15 -14.43 15.72
H -6.97 -14.39 17.52
H -5.65 -13.75 16.45
H -5.09 -10.24 16.20
H -4.48 -11.94 16.09
H -3.50 -10.72 16.95
H -5.47 -9.21 18.52
H -3.90 -9.73 19.08
H -5.27 -10.11 20.05
H -4.82 -13.44 18.25
H -5.13 -12.63 19.77
H -3.57 -12.42 18.92
H -6.20 -11.73 21.19
H -7.83 -11.66 21.78
H -7.28 -10.31 20.84
H -6.88 -13.98 19.92
H -8.32 -14.07 18.82
H -8.48 -13.93 20.55
H -10.06 -12.02 18.97
H -9.47 -10.54 19.70
H -9.79 -11.91 20.75
C -9.49 -3.28 10.69
C -9.21 -4.51 11.55
C -10.44 -5.11 12.21
C -8.32 -5.57 10.89
Sb -8.09 -3.44 13.39
C -9.33 -2.17 14.94
C -9.26 -2.89 16.21
C -8.68 -0.80 14.81
C -10.76 -2.12 14.46
C -5.91 -4.07 14.03
C -5.95 -5.58 14.15
C -5.06 -3.58 12.89
C -5.53 -3.39 15.31
H -10.00 -3.57 9.74
H -8.60 -2.75 10.39
H -10.14 -2.59 11.29
H -10.87 -5.97 11.62
H -11.25 -4.34 12.40
H -10.24 -5.55 13.19
H -8.58 -5.68 9.80
H -8.35 -6.49 11.44
H -7.26 -5.19 10.80
H -8.30 -2.95 16.74
H -9.55 -3.97 16.11
H -10.01 -2.51 16.94
H -7.68 -0.78 15.25
H -9.27 -0.05 15.30
H -8.58 -0.39 13.75
H -11.19 -3.08 14.10
H -10.93 -1.38 13.64
H -11.45 -1.68 15.28
H -6.06 -6.07 13.18
H -6.74 -5.91 14.84
H -5.02 -5.97 14.66
H -5.45 -3.89 11.87
H -4.03 -3.96 12.94
H -5.09 -2.47 12.85
H -6.06 -3.76 16.16
H -5.74 -2.30 15.32
H -4.44 -3.39 15.43



This record from OMol25 describes a structure of composition C36H62GeN3Si3Ti at a distorted geometry. The level of theory is wB97M-V/def2-TZVPD.

Total charge: 0
Energy (a.u.): -5368.13550
Spin multiplicity: 2
LUMO (alpha / beta) (eV): -0.263 / -0.226
HOMO (alpha / beta) (eV): -6.9 / -6.9
Maximum force (eV/Å): 1.07

Geometry (Å):
Ti -0.62 -0.10 0.02
C 0.49 0.99 3.61
Si -0.96 0.36 2.54
C -1.68 -1.14 3.47
C -2.36 1.67 2.80
C -2.75 1.89 4.12
C -3.83 2.68 4.45
C -4.57 3.29 3.44
C -4.17 3.12 2.13
C -3.06 2.33 1.78
Si -2.71 2.40 -0.07
C -4.02 1.51 -1.08
C -2.95 4.22 -0.58
H 0.36 0.71 4.65
H 0.58 2.07 3.56
H 1.44 0.58 3.27
H -1.99 -0.86 4.48
H -0.96 -1.95 3.57
H -2.55 -1.54 2.95
H -2.20 1.42 4.92
H -4.11 2.82 5.49
H -5.43 3.90 3.68
H -4.74 3.62 1.36
H -4.96 1.75 -0.58
H -3.94 0.44 -1.15
H -4.07 1.93 -2.09
H -4.00 4.49 -0.57
H -2.58 4.39 -1.59
H -2.42 4.89 0.09
C -4.71 -0.82 0.82
C -3.78 -1.74 0.10
C -4.25 -2.91 -0.49
C -3.35 -3.81 -1.03
C -2.00 -3.56 -0.94
C -1.57 -2.40 -0.28
N -2.47 -1.47 0.13
N -0.27 -2.09 0.00
Si 0.63 -3.28 0.93
C 1.72 -4.39 -0.14
C -0.61 -4.42 1.79
C 1.66 -2.39 2.22
H -5.07 -1.32 1.72
H -5.59 -0.57 0.21
H -4.21 0.09 1.13
H -5.31 -3.11 -0.48
H -3.70 -4.72 -1.50
H -1.26 -4.25 -1.32
H 1.25 -4.62 -1.09
H 1.87 -5.34 0.38
H 2.70 -3.97 -0.35
H -0.86 -5.28 1.19
H -1.53 -3.91 2.05
H -0.17 -4.78 2.72
H 1.99 -1.41 1.89
H 2.54 -2.97 2.48
H 1.08 -2.25 3.14
C -2.37 -0.72 -3.12
N -1.19 -0.08 -2.53
C -0.02 -0.82 -3.02
C -1.12 1.33 -2.99
C -0.59 2.31 -1.97
C 0.15 3.39 -2.41
C 0.72 4.29 -1.50
C 0.63 4.06 -0.14
C -0.16 3.02 0.31
C -0.84 2.14 -0.58
H -2.25 -0.82 -4.21
H -3.27 -0.14 -2.93
H -2.50 -1.72 -2.69
H 0.02 -0.79 -4.12
H -0.09 -1.86 -2.69
H 0.89 -0.40 -2.61
H -2.13 1.65 -3.30
H -0.49 1.40 -3.89
H 0.33 3.52 -3.47
H 1.28 5.13 -1.87
H 1.12 4.71 0.56
H -0.33 2.92 1.38
C 5.91 -1.73 2.01
C 4.77 -1.07 1.25
C 4.13 -2.03 0.25
C 3.06 -1.45 -0.68
Ge 2.05 0.26 -0.29
C 2.90 1.38 -1.73
C 4.43 1.37 -1.72
C 5.05 1.86 -3.03
C 4.93 0.84 -4.15
H 6.34 -1.06 2.75
H 6.71 -2.02 1.33
H 5.57 -2.63 2.52
H 5.13 -0.17 0.74
H 4.01 -0.72 1.95
H 3.71 -2.86 0.82
H 4.93 -2.47 -0.36
H 2.30 -2.21 -0.87
H 3.49 -1.25 -1.67
H 2.73 0.93 0.95
H 2.59 2.41 -1.62
H 2.53 1.06 -2.71
H 4.81 0.37 -1.51
H 4.77 2.00 -0.90
H 6.11 2.09 -2.87
H 4.57 2.79 -3.33
H 5.44 -0.09 -3.88
H 5.38 1.20 -5.08
H 3.89 0.59 -4.36